Entry 1:
C42H100Cl2F9K2N12O12P4 as an isolated structure. Source: the OMol25 dataset; level of theory: wB97M-V/def2-TZVPD.

The value obtained for the total energy is -7604.56762 Eh. Its HOMO energy is -3.9 eV. The calculation puts the orbital gap at 3.46 eV.

ORCA input file:
```
! wB97M-V def2-TZVPD RIJCOSX def2/J DEFGRID3
* xyz -1 1
K 6.72006 -4.24256 -5.81375
K 7.53895 -9.17965 -2.98768
C 10.14571 -7.18448 -7.88313
O 9.33313 -6.33034 -8.77217
O 9.84015 -6.81053 -6.56747
C 10.17750 -8.69944 -8.32572
F 8.99962 -9.09440 -8.79301
F 11.09423 -8.88986 -9.27369
F 10.39227 -9.55468 -7.30141
C 9.84693 -6.04123 -10.09040
C 8.90455 -4.90786 -10.47110
H 9.12810 -4.01589 -9.88585
H 8.77037 -4.48933 -11.46856
H 7.91526 -5.20704 -10.12483
H 9.68675 -6.93916 -10.68720
H 10.87130 -5.67056 -10.12752
H 11.21083 -7.00924 -8.03448
C 8.30755 0.63731 -6.49556
O 6.98794 0.22649 -6.95127
O 8.74561 -0.40518 -5.62565
C 9.37836 1.15931 -7.53680
F 8.89331 2.31075 -8.04113
F 10.60655 1.48380 -7.12628
F 9.44472 0.37860 -8.67978
C 6.11808 1.16396 -7.59677
C 4.88818 0.34690 -7.72311
H 4.19274 1.00966 -8.23810
H 5.09405 -0.38626 -8.50298
H 4.54459 0.04550 -6.73356
H 6.57476 1.29805 -8.57736
H 5.93000 2.17794 -7.24382
H 8.12732 1.54317 -5.91674
C 2.17930 -6.61870 -5.18576
O 2.72765 -6.17321 -6.44048
O 3.36993 -6.74584 -4.40534
C 0.98348 -5.80610 -4.66753
F -0.15811 -5.96338 -5.37876
F 0.67896 -6.15472 -3.45981
F 1.19124 -4.46187 -4.71793
C 1.82304 -6.15856 -7.57688
C 2.70600 -6.00571 -8.78275
H 3.68673 -6.47586 -8.85504
H 2.02832 -6.31372 -9.57897
H 3.06087 -4.97938 -8.87665
H 1.03026 -5.41182 -7.53249
H 1.34174 -7.13654 -7.57224
H 1.75037 -7.59594 -5.40740
Cl 14.75473 -9.59766 -3.56760
C 13.39659 -9.97472 -2.35462
C 13.50400 -11.46294 -1.97684
Cl 14.78517 -11.83857 -0.89169
H 12.49142 -9.67491 -2.88271
H 13.74566 -9.30844 -1.56575
H 13.81643 -12.00336 -2.87039
H 12.64823 -11.98743 -1.55179
O 7.89255 -14.27519 -4.39788
P 7.65318 -15.76444 -4.56089
N 9.07720 -16.67513 -4.69649
C 9.20787 -18.10171 -4.68775
C 10.40589 -16.11200 -4.41764
N 6.71998 -16.16992 -5.98839
C 6.75524 -15.25916 -7.10444
C 5.90381 -17.33310 -6.21463
N 6.73755 -16.25906 -3.20977
C 5.27690 -16.24592 -3.21827
C 7.33107 -16.97040 -2.06535
H 9.46366 -18.33556 -5.72118
H 8.27483 -18.60299 -4.43033
H 10.01824 -18.43002 -4.03689
H 11.17933 -16.50379 -5.07823
H 10.58056 -16.16427 -3.34300
H 10.33439 -15.04068 -4.60541
H 5.72874 -15.24399 -7.47071
H 7.12243 -14.25046 -6.91524
H 7.56157 -15.45931 -7.81005
H 5.75207 -17.46479 -7.28596
H 6.26608 -18.21867 -5.69250
H 4.86068 -17.25059 -5.90942
H 4.88781 -16.47628 -2.22648
H 4.79422 -15.40361 -3.71388
H 4.98742 -17.11617 -3.80730
H 8.39963 -16.76107 -2.01589
H 7.12101 -18.03894 -2.01825
H 6.83327 -16.62508 -1.15923
O 19.50078 -2.46224 -10.48162
P 19.27118 -2.16289 -9.03983
N 20.25131 -3.13624 -8.10218
C 21.62601 -2.66758 -7.51980
C 20.23511 -4.67276 -8.39139
N 17.71677 -2.45133 -8.48011
C 16.68943 -1.66891 -9.17875
C 17.38757 -2.97044 -7.22007
N 19.63527 -0.53055 -8.43403
C 20.25954 0.43068 -9.30271
C 19.50307 -0.09345 -7.07442
H 21.67853 -1.58844 -7.37568
H 22.44557 -2.85824 -8.21268
H 21.80056 -3.12824 -6.54747
H 21.15416 -4.95855 -8.90302
H 19.28059 -4.88265 -8.87403
H 20.14695 -5.21246 -7.44849
H 16.36097 -0.80246 -8.60477
H 16.88838 -1.25385 -10.16680
H 15.78870 -2.24813 -9.38195
H 16.33063 -3.20140 -7.08722
H 17.93885 -3.90955 -7.17260
H 17.75288 -2.24408 -6.49408
H 21.23614 0.67963 -8.88754
H 20.46791 0.00694 -10.28512
H 19.52713 1.23721 -9.33731
H 20.41925 0.29357 -6.62840
H 19.13216 -0.87987 -6.41711
H 18.79059 0.73127 -7.09283
O 17.72207 -16.43706 -8.81020
P 16.70680 -16.98170 -7.87963
N 15.55460 -15.79406 -7.53998
C 14.49876 -15.37355 -8.45135
C 16.09577 -14.68205 -6.81852
N 17.32794 -17.55789 -6.35515
C 18.75874 -17.93651 -6.27758
C 16.52805 -18.07664 -5.21126
N 15.88738 -18.28685 -8.60885
C 16.46855 -18.74306 -9.83844
C 15.01332 -19.20997 -7.97831
H 14.89917 -15.32198 -9.46382
H 13.83456 -14.53478 -8.24301
H 13.93044 -16.30312 -8.41942
H 16.25964 -14.99761 -5.78815
H 15.33741 -13.89944 -6.84128
H 16.97506 -14.29760 -7.33538
H 19.25898 -17.87425 -5.31116
H 18.84090 -19.01904 -6.37490
H 19.25630 -17.26603 -6.97830
H 16.73280 -17.41373 -4.37060
H 15.52673 -18.10272 -5.64110
H 16.80318 -19.00898 -4.71817
H 15.62967 -19.03492 -10.47026
H 17.02557 -17.96828 -10.36525
H 17.07807 -19.61803 -9.61258
H 14.67423 -20.04031 -8.59771
H 14.11524 -18.79394 -7.52172
H 15.57035 -19.69810 -7.17859
O 7.20218 -3.29795 -21.16008
P 8.37860 -2.97259 -20.27395
N 8.21503 -3.45701 -18.67350
C 7.37374 -2.77057 -17.63677
C 7.96490 -4.90309 -18.50694
N 8.62842 -1.29607 -20.16571
C 7.97518 -0.31833 -21.01234
C 9.51259 -0.61965 -19.20213
N 9.90055 -3.52045 -20.74539
C 10.38321 -3.01123 -22.00798
C 11.04826 -3.94249 -19.82422
H 7.31070 -1.70039 -17.83381
H 7.87150 -2.84198 -16.66970
H 6.40140 -3.24618 -17.50855
H 8.55461 -5.42668 -17.75446
H 8.04293 -5.49376 -19.41969
H 6.95914 -5.19592 -18.20562
H 8.64640 0.46636 -21.36136
H 7.58106 -0.78605 -21.91457
H 7.09485 0.08761 -20.51401
H 9.24507 0.42611 -19.05077
H 9.52465 -1.09868 -18.22310
H 10.48865 -0.57901 -19.68562
H 10.65572 -1.95841 -21.93448
H 11.06095 -3.75151 -22.43313
H 9.52083 -3.02321 -22.67451
H 10.91929 -3.72470 -18.76402
H 11.99887 -3.54875 -20.18396
H 11.01071 -5.02342 -19.95941
O 6.00281 -10.08624 -16.86171
C 6.61692 -10.66025 -15.97260
O 6.22984 -10.42806 -14.71386
C 6.83845 -11.18137 -13.62347
C 7.81575 -12.11019 -14.41474
C 7.85131 -11.55923 -15.87259
H 6.13168 -11.76046 -13.02914
H 7.33132 -10.57437 -12.86404
H 7.21941 -12.99598 -14.63349
H 8.79983 -12.28292 -13.97901
H 7.77879 -12.36797 -16.59975
H 8.73010 -11.00168 -16.19656
*
```



Entry 2:
A 13-piece molecular cluster, C42H101N4O15S6 overall. Source: the OMol25 dataset; level of theory: wB97M-V/def2-TZVPD.

The value obtained for the total energy is -5397.27631 Eh. Its HOMO energy is -9.8 eV. The calculation puts the orbital gap at 7.86 eV.

ORCA input file:
```
! wB97M-V def2-TZVPD RIJCOSX def2/J DEFGRID3
* xyz 1 1
C -0.53515 -4.11072 0.70303
C -0.36498 -3.08536 -0.42574
C -1.02193 -1.75892 -0.03919
C -0.45339 -0.62292 -0.86170
N -0.87201 0.73191 -0.41699
C -0.45204 1.81481 -1.36946
C 1.03609 1.94951 -1.14711
C 1.23022 1.65246 0.34591
C -0.14382 1.22796 0.83541
C -2.32522 0.80732 -0.16552
H -0.07256 -5.03469 0.35852
H -1.58187 -4.27715 0.96849
H -0.05963 -3.74752 1.61035
H -0.83154 -3.54231 -1.30097
H 0.70652 -2.92428 -0.53743
H -0.90159 -1.58984 1.02960
H -2.08737 -1.88485 -0.25933
H -0.80193 -0.72856 -1.89036
H 0.63581 -0.64326 -0.81924
H -0.98918 2.72621 -1.11030
H -0.72677 1.53168 -2.38899
H 1.40556 2.92229 -1.47468
H 1.59453 1.26781 -1.79515
H 1.56975 2.47427 0.97458
H 1.98028 0.87306 0.46398
H -0.72844 2.08552 1.15291
H -0.10839 0.42346 1.56396
H -2.84523 0.22738 -0.93200
H -2.65364 1.84301 -0.19667
H -2.54664 0.35793 0.80254
C -6.21802 5.15419 1.48532
S -5.05299 4.29891 0.43279
O -4.09151 3.65313 1.37942
C -6.10816 3.00569 -0.23212
H -6.78951 4.45251 2.09619
H -6.90326 5.72303 0.85424
H -5.66271 5.80138 2.15741
H -5.46406 2.46214 -0.92455
H -6.89367 3.49841 -0.80663
H -6.49562 2.33039 0.52707
C 1.45726 -5.80378 -2.29909
S 1.62448 -5.51413 -4.06455
O 0.36104 -5.88941 -4.73037
C 1.64999 -3.71294 -3.97334
H 0.58407 -5.32125 -1.85853
H 2.39842 -5.47604 -1.85709
H 1.29313 -6.87403 -2.18274
H 1.55307 -3.22778 -4.93691
H 2.60241 -3.42780 -3.52397
H 0.84097 -3.41572 -3.30406
C -3.58330 -2.57745 -2.54627
S -3.79898 -4.34470 -2.20540
O -2.40315 -4.86680 -2.18038
C -4.38005 -4.19672 -0.48154
H -3.19584 -2.52789 -3.56036
H -2.87551 -2.11714 -1.85456
H -4.55709 -2.09000 -2.44131
H -3.57617 -4.31825 0.23562
H -5.14573 -4.96823 -0.41649
H -4.88623 -3.23516 -0.41697
C 0.24157 1.68039 6.05471
S -0.45181 2.62557 4.68942
O 0.50469 2.41293 3.55872
C -1.87909 1.57355 4.37212
H 0.20505 2.20518 7.00409
H 1.21946 1.26894 5.81020
H -0.33812 0.75355 6.18450
H -2.29704 1.25716 5.32932
H -1.49011 0.68829 3.87196
H -2.63119 2.09910 3.79133
C -5.32138 -1.71359 1.92285
S -4.47854 -0.87386 3.26287
O -3.09577 -0.76001 2.70508
C -5.17889 0.75427 2.96387
H -5.11249 -2.77153 2.10037
H -4.81025 -1.42841 1.00240
H -6.39764 -1.62933 1.77240
H -6.20823 0.63456 2.61251
H -4.65796 1.24418 2.14088
H -5.18479 1.35695 3.86692
C -4.08138 0.90094 -4.04643
S -3.15819 2.42687 -3.80623
O -1.85583 2.17996 -4.49251
C -4.09488 3.37275 -5.03318
H -3.73801 0.17404 -3.30913
H -3.97277 0.55477 -5.07195
H -5.15416 1.03173 -3.86527
H -3.33375 3.92236 -5.59200
H -4.66655 4.17018 -4.55422
H -4.65610 2.75808 -5.72724
C -0.22509 6.13019 -0.16075
O -0.87708 5.19560 -0.58520
N 0.34603 7.09501 -0.89821
C 0.20994 7.07551 -2.33811
C 1.05696 8.19987 -0.29196
H -0.03139 6.26275 0.91824
H 0.03451 8.08789 -2.71442
H -0.60432 6.42370 -2.62842
H 1.14984 6.78952 -2.82702
H 0.84278 9.09731 -0.88142
H 0.72074 8.42371 0.71632
H 2.13752 8.07642 -0.31567
C 3.23788 -1.05494 0.97475
O 2.21107 -1.43848 1.49409
N 3.84026 -1.55571 -0.11495
C 4.75282 -0.71314 -0.87610
C 3.39445 -2.73589 -0.80241
H 3.73972 -0.11951 1.28884
H 5.13619 0.11345 -0.28704
H 4.19394 -0.27858 -1.72216
H 5.53617 -1.30038 -1.35199
H 2.88974 -3.43212 -0.13639
H 2.69741 -2.44851 -1.59927
H 4.23078 -3.23548 -1.29329
C 1.88014 0.24734 -4.43322
O 2.02804 -0.58961 -3.56387
N 0.74657 0.41217 -5.14506
C 0.68048 1.29494 -6.29386
C -0.40437 -0.40179 -4.82644
H 2.61149 1.04599 -4.63719
H 0.60373 0.76227 -7.24060
H 1.59622 1.89338 -6.33582
H -0.10277 2.04480 -6.16095
H -0.26753 -1.40175 -5.25598
H -0.57833 -0.49950 -3.76139
H -1.28809 0.01483 -5.30648
O 3.37771 7.53340 1.71462
C 4.34088 6.85637 1.97523
O 4.30660 5.52368 2.08101
C 3.13805 4.86193 1.61275
C 3.08858 4.77371 0.11107
C 5.67707 7.44235 2.33077
H 2.22443 5.30654 2.00962
H 3.17838 3.86695 2.05652
H 2.14917 4.30675 -0.19598
H 3.95421 4.27585 -0.32596
H 3.05436 5.76056 -0.35928
H 5.75283 8.37738 1.78290
H 6.48372 6.79100 2.00078
H 5.70525 7.62098 3.40162
O 0.33092 -4.06517 5.34973
C 0.62782 -3.06373 4.74496
O 1.86805 -2.57145 4.63674
C 3.00962 -3.32803 5.06986
C 3.99830 -3.27164 3.90627
C -0.36585 -2.10034 4.12591
H 2.71370 -4.35823 5.27045
H 3.40325 -2.90268 5.99124
H 4.22593 -2.22134 3.71734
H 3.43084 -3.55992 3.01457
H 4.83571 -3.95170 4.01647
H -0.43775 -2.19907 3.05349
H -0.10351 -1.09244 4.43731
H -1.32731 -2.36386 4.56356
O 2.58044 -7.97499 0.60770
C 2.74148 -7.20482 1.51368
O 3.92118 -6.63731 1.80181
C 5.06046 -7.14352 1.13679
C 5.21721 -6.58967 -0.28435
C 1.67058 -6.64739 2.38911
H 5.04683 -8.23245 1.10864
H 5.92768 -6.79979 1.69685
H 5.57075 -5.55824 -0.24884
H 4.25298 -6.57182 -0.79854
H 5.87532 -7.22385 -0.87323
H 1.85826 -6.74884 3.45221
H 0.71270 -7.10274 2.13895
H 1.53218 -5.60405 2.09151
*
```



> Which value of HOMO does entry 2 give?

-9.8 eV



> Among the records above, which one has the highest HOMO?

C42H100Cl2F9K2N12O12P4